{
  "formula": "C2H4N4OS",
  "method": "ωB97M-V with the def2-TZVPD basis set",
  "symbols": ["N", "C", "N", "C", "S", "O", "N", "N", "H", "H", "H", "H"],
  "positions_angstrom": [[1.225, 1.408, 0.032], [0.052, 0.719, -0.152], [-1.136, 1.158, 0.203], [-2.002, 0.037, 0.044], [-3.636, 0.069, -0.021], [-1.202, -1.076, -0.170], [0.124, -0.614, -0.438], [1.140, -1.320, 0.213], [2.084, 0.810, -0.372], [1.303, 2.532, -0.412], [1.139, -2.369, -0.078], [0.908, -1.351, 1.149]],
  "homo_lumo_gap_ev": 8.6
}